No. 1
114
Properties=species:S:1:pos:R:3 method="wB97M-V/def2-TZVPD" orbital_gap_ev=9.0 fmax_ev_per_a=4.11 energy_ev=-842573.857
C -2.59014 -0.40001 -2.89873
C -1.28974 -0.26981 -3.76922
N -1.11032 -1.16498 -4.64629
C -0.28010 0.91298 -3.50847
C 0.06237 0.87831 -1.97857
C -0.48143 1.86233 -1.02181
C -1.38363 2.97174 -1.61278
C -1.83643 4.07502 -0.59923
C -0.67540 4.84119 0.12982
F 0.59681 4.65328 -0.44739
C -0.13684 1.71333 0.36488
C 0.75633 0.65334 0.81634
C 1.31078 -0.26994 -0.11819
C 0.93808 -0.16340 -1.53242
C 1.65446 -1.31488 -2.29687
O 1.46252 -1.77355 -3.36146
N 2.64453 -1.74866 -1.32485
C 2.29240 -1.45717 0.05398
O 2.68477 -2.01501 1.01343
H -3.48545 -0.62618 -3.51307
H -2.36446 -1.20585 -2.15587
H -2.78883 0.52776 -2.31095
H -0.21687 -0.96386 -5.11143
H -0.69838 1.89113 -3.83259
H 0.66317 0.70138 -4.06865
H -0.89962 3.42190 -2.51528
H -2.31659 2.47175 -1.99103
H -2.38368 4.84331 -1.20649
H -2.60303 3.69280 0.12487
H -0.66554 4.49841 1.19357
H -0.90723 5.93683 0.18157
H -0.55498 2.43847 1.08921
H 1.04466 0.55827 1.88387
H 3.49222 -1.19719 -1.49685
C -1.66442 2.83180 4.56844
Cl -0.53025 1.73178 3.77081
Cl -2.12866 4.12211 3.44242
Cl -3.10573 1.92985 5.05314
Cl -0.89266 3.54351 5.99224
C 2.72572 4.27617 3.21128
Cl 1.87637 4.38692 1.65789
Cl 4.32308 5.02810 3.05885
Cl 1.79277 5.11485 4.46668
Cl 2.91729 2.57230 3.66497
C 6.74012 -2.98488 -1.75836
Cl 8.17019 -3.26410 -0.74863
Cl 7.07249 -1.67238 -2.90250
Cl 6.35395 -4.46446 -2.65101
Cl 5.36887 -2.54158 -0.73086
C -0.93517 6.64747 -3.80241
Cl -2.17833 7.15699 -2.64583
Cl -0.91358 7.76621 -5.17782
Cl 0.65135 6.64854 -3.00676
Cl -1.30086 5.01033 -4.38254
C -4.65388 -2.27818 -6.31874
Cl -5.49899 -0.98901 -5.44237
Cl -4.24865 -3.58611 -5.19870
Cl -5.70259 -2.87825 -7.63662
Cl -3.16006 -1.63944 -7.01589
C 11.79960 -5.14642 -1.38286
Cl 12.39595 -3.81959 -2.39657
Cl 10.43690 -5.94029 -2.18931
Cl 13.09972 -6.32131 -1.12574
Cl 11.26692 -4.50504 0.17912
C -5.34708 -0.71262 2.82393
Cl -5.49294 -0.51490 4.57887
Cl -3.68058 -0.36506 2.31590
Cl -5.75311 -2.37513 2.38285
Cl -6.45678 0.40788 2.01332
C -3.31855 -5.64955 1.63362
Cl -5.00178 -5.61938 1.07144
Cl -3.24608 -6.39835 3.23709
Cl -2.33586 -6.58777 0.49807
Cl -2.69319 -3.99416 1.72660
C -1.31598 -1.28501 6.48173
Cl -2.15234 -1.15737 4.92489
Cl 0.28040 -0.52311 6.36763
Cl -2.27654 -0.46256 7.72339
Cl -1.12445 -2.99243 6.91351
C 8.76622 -6.67617 2.31635
Cl 9.91412 -7.83499 1.62014
Cl 8.40675 -5.41455 1.12708
Cl 7.26808 -7.51519 2.75263
Cl 9.47405 -5.93901 3.76421
C -5.76928 1.17844 9.83216
Cl -6.07220 2.44353 11.03354
Cl -4.06139 0.70961 9.88544
Cl -6.77936 -0.23130 10.19003
Cl -6.16051 1.79126 8.21559
C -0.73011 11.24543 -2.84946
Cl 0.08368 9.67701 -2.96901
Cl -0.84693 11.97352 -4.46073
Cl -2.35731 11.01628 -2.18558
Cl 0.19708 12.31477 -1.78390
C 3.37010 -4.98315 3.26281
Cl 3.45578 -3.28445 3.75772
Cl 2.45696 -5.11258 1.75102
Cl 5.00946 -5.61256 3.01891
Cl 2.55830 -5.92629 4.52633
C -7.67765 -6.11384 -5.15417
Cl -7.03781 -4.74513 -6.08087
Cl -9.01643 -6.86033 -6.04482
Cl -6.39306 -7.30993 -4.90761
Cl -8.26161 -5.54237 -3.58030
C 10.52247 -0.40779 -5.39269
Cl 9.38212 0.71899 -4.63572
Cl 9.74011 -1.20354 -6.76808
Cl 11.94446 0.48528 -5.95722
Cl 11.02263 -1.62918 -4.21059
C -10.50182 2.26212 2.62952
Cl -10.45581 3.94253 3.19037
Cl -11.45443 2.16270 1.13877
Cl -8.84958 1.69702 2.31592
Cl -11.24413 1.24438 3.87393


No. 2
65
Properties=species:S:1:pos:R:3 method="wB97M-V/def2-TZVPD" spin_multiplicity=6 e_above_lowest_ev=0.000 orbital_gap_ev="6.6 / 4.6" fmax_ev_per_a=0.10 energy_ev=-106304.791
Ir -1.02710 0.54434 -1.36152
Cl 3.84113 5.21645 -3.48607
C 3.03377 3.94440 -2.67237
C 3.61200 3.40844 -1.53900
C 3.00552 2.36579 -0.85699
I 3.78289 1.59512 0.87088
C 1.76289 1.80410 -1.32572
O 1.23063 0.83131 -0.77730
C 1.14226 2.43763 -2.49830
N -0.05321 1.95693 -2.87028
C -0.66925 2.46526 -3.92290
C -0.09753 3.49463 -4.67644
C 1.11908 4.00703 -4.30614
C 1.77262 3.47871 -3.17991
H 4.54935 3.81480 -1.18596
H -1.63619 2.03529 -4.15337
H -0.62765 3.87996 -5.53516
H 1.57608 4.81131 -4.86535
O -3.94746 -0.69881 -4.06040
C -2.97346 -0.75548 -3.34497
O -2.38501 0.33804 -2.90668
C -2.39840 -2.10256 -2.96895
C -3.15785 -3.19767 -3.35561
C -2.73431 -4.48160 -3.08452
C -1.53750 -4.72401 -2.43720
C -0.76944 -3.64254 -2.08417
C -1.16501 -2.30188 -2.30406
O -0.38982 -1.34332 -1.85460
N 0.51904 -3.93699 -1.44206
O 1.48702 -3.29900 -1.79123
O 0.53164 -4.83455 -0.61903
N -3.56270 -5.62099 -3.49142
O -3.14325 -6.73538 -3.24446
O -4.61372 -5.38349 -4.04983
H -4.08897 -3.02279 -3.87426
H -1.21196 -5.72970 -2.21795
Cl -0.67122 -0.37613 6.15243
C -0.19552 -1.56980 4.99081
C 0.07283 -2.85786 5.42222
C 0.41831 -3.83283 4.49984
C 0.51039 -3.51953 3.15363
C 0.26606 -2.21942 2.74733
Cl 0.42905 -1.81843 1.06982
C -0.10011 -1.21405 3.64436
N -0.40401 0.08101 3.19741
C 0.46217 1.15736 3.41424
C 1.66185 1.00863 4.11203
C 2.48859 2.09649 4.33450
C 2.14898 3.34986 3.84717
C 0.95893 3.49906 3.15139
C 0.09906 2.42877 2.94150
C -1.23352 2.65867 2.25686
C -1.19147 2.21322 0.81541
O -0.82709 2.93481 -0.10598
O -1.52524 0.95968 0.59788
H -0.00931 -3.08902 6.47480
H 0.61446 -4.84292 4.83252
H 0.77923 -4.26234 2.41493
H -0.85782 0.09640 2.29146
H 1.94358 0.03172 4.48267
H 3.40727 1.95883 4.89131
H 2.79353 4.20194 4.01629
H 0.66925 4.47563 2.78095
H -1.46336 3.72200 2.26977
H -2.02097 2.10948 2.77578


No. 3
59
Properties=species:S:1:pos:R:3 method="wB97M-V/def2-TZVPD" spin_multiplicity=6 total_charge=+3 orbital_gap_ev="4.3 / 4.7" fmax_ev_per_a=0.73 energy_ev=-58459.262
Ir -0.04414 0.02416 -0.03341
C 0.23860 3.72261 -2.32486
C 1.57530 3.89271 -2.62109
C 2.47089 2.98310 -2.09127
C 2.02869 1.91162 -1.31231
N 0.69633 1.72845 -1.05926
C -0.15014 2.64228 -1.54363
N 3.02600 1.12464 -0.81756
C 2.93279 0.09711 -0.06935
N 1.76337 -0.49678 0.42186
C 2.13757 -1.61733 1.16479
N 1.35434 -2.46469 1.75268
C 0.00603 -2.48881 1.77256
C -0.53887 -3.54447 2.52207
C -1.90677 -3.69010 2.65623
C -2.70829 -2.75487 2.03836
C -2.11828 -1.72512 1.30166
N -0.80604 -1.57319 1.14381
C 3.56782 -1.72772 1.19693
C 4.41079 -2.64562 1.82028
C 5.76077 -2.44981 1.65516
C 6.26874 -1.36884 0.87802
C 5.43497 -0.45924 0.24672
C 4.07996 -0.64586 0.41604
H -0.51353 4.41294 -2.68134
H 1.91387 4.72026 -3.23027
H 3.53864 3.06825 -2.23729
H -1.19126 2.53144 -1.29234
H 0.16414 -4.22007 2.98904
H -2.33075 -4.50255 3.23101
H -3.78642 -2.79768 2.11047
H -2.75758 -0.99969 0.82744
H 4.01600 -3.46397 2.40673
H 6.46371 -3.12612 2.12416
H 7.34238 -1.26223 0.78511
H 5.82087 0.35923 -0.34527
S -4.86896 -0.94106 -5.78521
N -5.04489 -0.14194 -4.40309
C -3.91369 -0.29055 -3.73762
C -3.60973 0.26302 -2.45061
C -4.48382 1.04682 -1.74073
C -4.07617 1.56077 -0.47600
C -2.84120 1.25409 -0.01337
N -1.94374 0.46353 -0.70178
C -2.30858 -0.03860 -1.93030
C -1.37172 -0.83103 -2.62931
N -0.16902 -1.06650 -2.04076
C 0.75795 -1.79275 -2.69256
C 0.56709 -2.33280 -3.94418
C -0.66356 -2.12694 -4.57276
C -1.63742 -1.38478 -3.92763
C -2.92058 -1.11558 -4.47890
N -3.38256 -1.52613 -5.65191
H -5.46140 1.26291 -2.15200
H -4.72752 2.18652 0.11532
H -2.50639 1.63831 0.94353
H 1.69504 -1.95027 -2.17079
H 1.35376 -2.90525 -4.41151
H -0.87171 -2.53613 -5.55401


No. 4
57
Properties=species:S:1:pos:R:3 method="wB97M-V/def2-TZVPD" e_above_lowest_ev=0.047 total_charge=+3 orbital_gap_ev="4.3 / 4.3" fmax_ev_per_a=0.59 energy_ev=-56123.666
Pd 0.00038 0.01444 -0.73516
C 4.32217 -0.35052 -0.88659
C 2.96798 -0.67588 -0.80650
N 2.00554 0.23432 -0.89951
C 2.32465 1.54425 -1.05898
C 3.66501 1.94995 -1.12244
C 4.67390 0.96539 -1.03628
C 3.95409 3.32075 -1.29746
C 2.93624 4.24952 -1.39671
C 1.60941 3.85221 -1.33722
C 1.25496 2.50023 -1.17085
N 0.00065 1.95142 -1.12715
C -1.25382 2.50018 -1.17542
C -1.60814 3.85114 -1.35086
C -2.93504 4.24821 -1.40984
C -3.95289 3.32053 -1.30089
C -3.66394 1.95070 -1.11749
C -4.67341 0.96720 -1.02365
C -4.32190 -0.34841 -0.87025
C -2.96754 -0.67392 -0.79363
N -2.00473 0.23501 -0.89465
C -2.32335 1.54462 -1.05841
H 5.06408 -1.13337 -0.82211
H 2.65078 -1.69995 -0.66190
H 5.71512 1.26008 -1.08967
H 4.98862 3.63723 -1.36329
H 3.16926 5.29648 -1.53319
H 0.86759 4.62293 -1.43638
H -0.86627 4.62047 -1.46001
H -3.16809 5.29409 -1.55431
H -4.98754 3.63696 -1.36508
H -5.71455 1.26265 -1.07451
H -5.06392 -1.13064 -0.79992
H -2.65049 -1.69751 -0.64556
S 0.00233 -5.80856 4.09046
N -0.00401 -4.23923 4.43185
C -0.00219 -3.60107 3.27004
C -0.00515 -2.15911 3.09630
C -0.00750 -1.25283 4.16535
C -0.00535 0.09580 3.90194
C -0.00113 0.52205 2.57161
N 0.00002 -0.32957 1.56086
C -0.00291 -1.65490 1.79946
C -0.00170 -2.55995 0.63802
N 0.00036 -2.02080 -0.60572
C 0.00283 -2.80897 -1.68292
C 0.00252 -4.19518 -1.57858
C 0.00334 -4.76633 -0.32663
C -0.00031 -3.94307 0.80562
C 0.00031 -4.46264 2.16087
N 0.00103 -5.74838 2.48619
H -0.00833 -1.63188 5.17959
H -0.00561 0.82317 4.70145
H 0.00050 1.57780 2.32647
H 0.00575 -2.31588 -2.64594
H 0.00497 -4.79972 -2.47452
H 0.00541 -5.84153 -0.19588


No. 5
62
Properties=species:S:1:pos:R:3 method="wB97M-V/def2-TZVPD" spin_multiplicity=2 e_above_lowest_ev=1.133 total_charge=-1 orbital_gap_ev="5.1 / 5.4" fmax_ev_per_a=1.59 energy_ev=-185095.916
Cr -0.80096 -0.58635 -0.38550
S -2.96999 -1.49298 -0.70450
C -3.55387 -0.44208 -1.95473
C -4.64800 -0.85375 -2.72528
C -5.19755 -0.03360 -3.68446
C -4.68501 1.23972 -3.89678
C -3.60396 1.66511 -3.15084
C -3.02090 0.82977 -2.21044
S -1.70837 1.47432 -1.18388
C -0.29262 1.75105 -2.33087
C 0.97040 1.37791 -1.62179
C 2.14934 2.04993 -1.89212
C 3.32721 1.63877 -1.28735
C 3.28680 0.53682 -0.45076
C 2.07157 -0.07928 -0.20555
C 1.96748 -1.24533 0.70757
S 0.70814 -2.44366 0.10578
C 1.39867 -2.98048 -1.45108
C 2.38697 -3.95253 -1.41820
C 2.85245 -4.51936 -2.58815
C 2.31408 -4.11117 -3.80344
C 1.34379 -3.13718 -3.84504
C 0.85281 -2.55066 -2.66783
S -0.41153 -1.38732 -2.75079
N 0.92298 0.34082 -0.76316
H -5.05148 -1.83743 -2.54123
H -6.03492 -0.38088 -4.27178
H -5.13535 1.89983 -4.62229
H -3.20291 2.65766 -3.28857
H -0.27268 2.79541 -2.64561
H -0.44835 1.09586 -3.19161
H 2.14761 2.87999 -2.57855
H 4.24874 2.17184 -1.45473
H 4.18109 0.17417 0.03199
H 1.58583 -0.92333 1.68020
H 2.91790 -1.76138 0.83227
H 2.77823 -4.26628 -0.46127
H 3.61091 -5.28716 -2.55277
H 2.65453 -4.57131 -4.72037
H 0.92202 -2.81633 -4.78612
Se 0.70050 2.11224 1.87056
C 1.71997 2.60117 3.38497
C 1.12612 3.09395 4.54755
C 1.93922 3.46215 5.60019
N 3.26304 3.37059 5.58339
C 3.81749 2.87941 4.48290
C 3.10964 2.48029 3.37041
H 0.05137 3.18874 4.60557
H 1.51599 3.86208 6.51620
H 4.89845 2.81085 4.50470
H 3.60535 2.09122 2.49129
F -2.95054 1.29341 1.06717
C -2.54376 0.34573 1.94267
C -1.46085 -0.47271 1.61549
C -1.19322 -1.39001 2.62929
F -0.13373 -2.23637 2.51974
C -1.93811 -1.55977 3.78850
F -1.62031 -2.53832 4.65962
C -3.02804 -0.74219 4.02951
F -3.78767 -0.89695 5.13023
C -3.30711 0.24527 3.09670
F -4.34489 1.08006 3.29297


No. 6
65
Properties=species:S:1:pos:R:3 method="wB97M-V/def2-TZVPD" e_above_lowest_ev=2.101 total_charge=-2 orbital_gap_ev=3.5 fmax_ev_per_a=0.82 energy_ev=-81482.808
Al 0.69193 -0.73397 -0.25261
C -2.57806 -2.94722 3.38125
S -2.68899 -3.68067 1.74172
C -1.25711 -3.02319 0.89010
S -0.35989 -1.77038 1.63419
N -1.12770 -3.58892 -0.25744
N 1.17203 -2.67640 -0.94279
C 1.30865 -2.35779 -2.37553
C 2.01427 -1.11168 -2.73814
C 2.61868 -0.88519 -3.96495
C 3.10951 0.38201 -4.22540
C 2.98392 1.37480 -3.26321
C 2.37007 1.06659 -2.06179
N 1.90917 -0.15768 -1.81940
H -3.48553 -3.25511 3.90219
H -2.53850 -1.86242 3.31881
H -1.70443 -3.31429 3.91498
H 1.61555 -3.20900 -2.98855
H 2.68783 -1.68627 -4.68918
H 3.58479 0.59733 -5.17468
H 3.34920 2.37670 -3.44026
H 2.21118 1.77705 -1.25734
O 2.89745 -3.91922 0.06925
C 2.35151 -2.83724 -0.04914
O 2.57761 -1.68709 0.42085
C -0.12661 -3.36918 -1.21043
C -0.02492 -4.73272 -1.85516
C -0.54606 -4.91687 -3.06583
C -1.12214 -3.85955 -3.88686
C -1.02560 -2.59054 -3.50378
C -0.29094 -2.20008 -2.26772
O -0.59854 -1.05499 -1.62008
N -1.49654 -1.56288 -4.45317
O -2.36980 -1.86766 -5.24913
O -0.96000 -0.48018 -4.39140
N -0.56493 -6.28101 -3.63644
O -0.99093 -6.40279 -4.77343
O -0.23556 -7.21021 -2.92972
H 0.33852 -5.55916 -1.26091
H -1.58955 -4.11350 -4.82581
C 0.66379 1.04466 0.49233
C 0.26127 1.90526 1.27480
C -0.15799 2.96009 2.11714
C -1.12154 3.89758 1.60044
C -1.35439 5.18155 2.15861
C -2.27248 6.06566 1.61754
C -3.00776 5.74391 0.48072
C -2.77155 4.50232 -0.10966
C -1.86162 3.61026 0.42309
C 0.39472 3.00134 3.45857
C 1.63461 2.38205 3.74325
C 2.17495 2.36623 5.01576
C 1.51585 2.96420 6.08796
C 0.28267 3.55942 5.84137
C -0.26666 3.57532 4.56970
H -0.77277 5.49478 3.01494
H -2.40810 7.03578 2.08750
H -3.73078 6.43583 0.06518
H -3.31484 4.22307 -1.00716
H -1.70079 2.65199 -0.05559
H 2.15636 1.89518 2.92803
H 3.12989 1.87633 5.17760
H 1.93930 2.94774 7.08536
H -0.27296 4.00393 6.66189
H -1.24872 4.00614 4.42758


No. 7
75
Properties=species:S:1:pos:R:3 method="wB97M-V/def2-TZVPD" e_above_lowest_ev=0.372 orbital_gap_ev=6.0 fmax_ev_per_a=1.53 energy_ev=-95274.761
Tl 2.08784 2.30023 -1.10857
O 2.92319 4.79733 -4.46459
C 2.65868 4.37037 -3.36491
O 2.33273 3.11639 -3.08686
C 2.63488 5.43972 -2.20359
C 2.95781 6.71879 -2.64296
C 2.89683 7.81384 -1.80601
C 2.50859 7.74856 -0.49510
C 2.13259 6.51051 -0.02527
C 2.27737 5.31107 -0.78803
O 2.13693 4.20047 -0.12976
N 1.59353 6.40112 1.35014
O 0.77222 5.54121 1.59236
O 1.97473 7.22312 2.15145
N 3.27080 9.10638 -2.32791
O 3.13148 10.05378 -1.58443
O 3.68023 9.17711 -3.47196
H 3.25835 6.84500 -3.67458
H 2.44118 8.63368 0.11618
F -3.29635 -1.66196 0.60054
C -1.98415 -1.99753 0.50352
C -1.05933 -1.01866 0.28758
C 0.27095 -1.36292 0.10573
C 1.22941 -0.20205 -0.02761
O 0.78303 0.58267 -1.03525
C 2.68166 -0.66626 -0.04141
C 2.94443 -1.98496 -0.12504
N 1.99835 -3.00478 -0.15113
C 2.50781 -4.28186 -0.55303
C 1.71460 -5.36727 -1.19489
C 2.32556 -5.59244 0.16273
C 0.68182 -2.68777 0.09242
C -0.26845 -3.64671 0.43687
C -1.59568 -3.32352 0.63360
N -2.50048 -4.37013 1.00202
C -2.57210 -5.56325 0.17832
C -2.53728 -6.76217 1.14141
N -3.03333 -6.28364 2.47912
C -4.23321 -5.39214 2.29434
C -3.77661 -4.09139 1.61413
C 3.99473 0.19187 0.07477
O 5.01533 -0.42020 0.33279
O 3.87636 1.46793 -0.15321
H -1.36932 0.01741 0.22010
H 3.97525 -2.32510 -0.15378
H 3.49605 -4.16089 -0.97410
H 2.19299 -5.83795 -2.05000
H 0.64716 -5.28258 -1.26767
H 3.18981 -6.23967 0.21786
H 1.69414 -5.62336 1.03299
H 0.01616 -4.68824 0.57372
H -1.70946 -5.59729 -0.49272
H -3.47854 -5.58918 -0.43416
H -1.53894 -7.14014 1.31170
H -3.19869 -7.58116 0.84528
H -2.29938 -5.69252 2.85629
H -3.20159 -7.04215 3.12705
H -4.65739 -5.21889 3.27664
H -4.94669 -5.96301 1.69320
H -3.67187 -3.31258 2.35463
H -4.57632 -3.77082 0.91649
F -5.03807 3.26501 -1.38130
C -3.93672 3.07010 -0.65896
C -2.69106 3.19883 -1.22107
F -2.58255 3.52089 -2.50116
C -1.56242 3.05731 -0.43802
F -0.41045 3.36267 -1.04956
C -1.62786 2.67324 0.88366
S -0.28215 2.56368 2.03173
C -2.90926 2.52085 1.40745
F -3.03189 2.20665 2.69426
C -4.04707 2.74057 0.68016
F -5.24868 2.60276 1.22769
O 0.95432 1.91644 1.20229
O 1.01348 0.47957 1.37545